(1)
Below is a molecular structure, C28H29F4HfN4STe at a distorted geometry, with properties calculated with ωB97M-V/def2-TZVPD.

CARTESIAN COORDINATES (ANGSTROEM)
Hf  -0.35  -0.26  -0.01
C  3.64  2.42  -0.52
C  3.78  0.95  -0.17
N  2.71  0.34  0.65
C  2.39  1.12  1.85
C  1.32  2.18  1.60
C  3.12  -1.04  0.95
C  2.03  -2.07  0.64
N  0.74  -1.62  1.16
C  0.48  -1.85  2.52
C  -0.19  -0.84  3.21
F  -0.52  0.28  2.48
C  -0.53  -0.90  4.54
F  -1.18  0.13  5.09
C  -0.20  -2.02  5.28
C  0.46  -3.04  4.62
F  0.78  -4.15  5.28
C  0.80  -2.97  3.28
F  1.39  -4.04  2.72
H  2.68  2.63  -1.00
H  3.76  3.07  0.34
H  4.42  2.68  -1.23
H  3.84  0.37  -1.09
H  4.74  0.82  0.36
H  2.03  0.43  2.61
H  3.28  1.60  2.27
H  0.54  1.78  0.92
H  0.82  2.49  2.51
H  1.69  3.05  1.07
H  3.99  -1.29  0.36
H  3.42  -1.13  2.00
H  1.94  -2.22  -0.44
H  2.32  -3.04  1.06
H  -0.45  -2.10  6.32
C  -2.46  1.27  -2.05
N  -2.13  0.90  -0.65
C  -3.17  0.74  0.14
C  -3.13  -0.27  1.10
C  -4.04  -0.69  2.08
C  -3.60  -1.92  2.53
C  -2.43  -2.22  1.81
N  -2.13  -1.23  0.95
C  -2.37  0.04  -2.93
C  -2.50  -1.25  -2.40
C  -2.28  -2.37  -3.18
C  -1.91  -2.22  -4.51
C  -1.80  -0.94  -5.05
C  -2.03  0.18  -4.27
H  -1.76  2.02  -2.42
H  -3.46  1.71  -2.07
H  -4.10  1.27  -0.06
H  -4.92  -0.15  2.39
H  -4.06  -2.56  3.26
H  -1.83  -3.11  1.87
H  -2.84  -1.39  -1.38
H  -2.38  -3.36  -2.76
H  -1.72  -3.08  -5.13
H  -1.52  -0.82  -6.09
H  -1.89  1.17  -4.69
Te  1.08  -0.32  -2.43
C  0.88  1.71  -2.92
C  0.45  2.79  -2.19
C  0.52  4.01  -2.91
C  1.00  3.84  -4.17
S  1.36  2.20  -4.48
H  0.09  2.74  -1.17
H  0.22  4.97  -2.51
H  1.16  4.59  -4.93

HOMO level: -10.261 eV
Charge: +1
LUMO: -3.845 eV

Here are the natural (NBO) charges for atoms 1 to 5, given in e: 2.141, -0.629, -0.219, -0.454, -0.237

(2)
Below is a molecular structure, C26H39BrFeGe2N4, with properties calculated with ωB97M-V/def2-TZVPD.

CARTESIAN COORDINATES (ANGSTROEM)
Fe  -0.94  0.74  1.17
N  -1.01  3.61  -1.58
C  -0.31  2.62  -2.50
C  -1.18  1.40  -2.81
C  -1.03  0.16  -1.93
N  -1.78  0.18  -0.61
C  0.43  -0.17  -1.65
C  1.22  1.01  -1.09
N  0.86  1.21  0.36
C  1.08  2.25  -1.98
H  -1.91  3.90  -1.99
H  -0.45  4.46  -1.48
H  -1.20  3.23  -0.64
H  -0.19  3.21  -3.41
H  -0.85  1.07  -3.80
H  -2.22  1.68  -2.96
H  -1.47  -0.65  -2.51
H  -1.99  -0.80  -0.43
H  -2.70  0.59  -0.77
H  0.90  -0.49  -2.58
H  0.50  -1.03  -0.97
H  2.28  0.76  -1.11
H  1.19  2.14  0.64
H  1.49  0.59  0.87
H  1.66  2.01  -2.88
H  1.60  3.12  -1.56
C  4.02  -4.29  1.60
Ge  3.03  -3.67  3.15
C  2.55  -4.97  4.49
C  3.64  -1.97  3.87
Ge  0.72  -3.17  2.09
C  -0.05  -4.47  0.95
C  -1.20  -4.36  0.13
C  -1.68  -5.46  -0.55
C  -1.03  -6.69  -0.43
C  0.10  -6.82  0.36
C  0.59  -5.72  1.04
C  -0.30  -1.49  2.26
C  -1.67  -1.42  1.99
C  -2.45  -0.32  2.41
C  -1.85  0.71  3.12
C  -0.46  0.69  3.35
C  0.29  -0.40  2.93
H  4.67  -5.10  1.94
H  4.65  -3.49  1.22
H  3.39  -4.67  0.80
H  3.48  -5.27  5.00
H  2.10  -5.87  4.07
H  1.88  -4.55  5.24
H  4.63  -2.16  4.29
H  3.00  -1.61  4.68
H  3.75  -1.20  3.11
H  -1.72  -3.42  0.02
H  -2.56  -5.37  -1.18
H  -1.42  -7.55  -0.96
H  0.59  -7.78  0.45
H  1.48  -5.83  1.65
H  -2.18  -2.26  1.54
H  -3.52  -0.32  2.23
H  -2.45  1.54  3.48
H  0.01  1.50  3.89
H  1.35  -0.41  3.15
Br  -3.68  6.69  2.35
C  -2.89  5.09  1.91
C  -1.53  4.87  2.15
C  -0.98  3.65  1.81
N  -1.68  2.64  1.25
C  -3.00  2.87  1.02
C  -3.63  4.05  1.33
H  -0.92  5.63  2.61
H  0.07  3.46  2.02
H  -3.57  2.05  0.59
H  -4.69  4.17  1.13

HOMO level (alpha / beta): -19.305 / -19.305 eV
Charge: +4
LUMO (alpha / beta): -12.270 / -12.272 eV

Here are the Löwdin charges for atoms 1 to 5, given in e: 0.476, 0.249, -0.238, -0.063, -0.285

(3)
Below is 2 unconnected molecules or ions with the total composition CH6S2 at a distorted geometry, with properties calculated with ωB97M-V/def2-TZVPD.

CARTESIAN COORDINATES (ANGSTROEM)
S  -0.40  -0.26  0.26
S  -2.07  0.85  -0.07
H  -0.47  -0.64  1.63
H  -1.41  2.01  -0.08
C  4.10  -1.06  -0.45
H  5.19  -1.31  -0.77
H  3.43  -1.65  -1.03
H  4.03  -0.08  -0.76
H  4.04  -1.27  0.65

HOMO level: -9.446 eV
SMILES: SS.C
Energy relative to the best compared isomer or geometry (same formula, charge and spin): 0.377 eV
LUMO: 0.412 eV

Here are the natural (NBO) charges for atoms 1 to 5, given in e: -0.153, -0.107, 0.136, 0.125, -0.847

(4)
Below is a gas-phase ion, C4H11N2 (charge +1) at a distorted geometry, with properties calculated with ωB97M-V/def2-TZVPD.

CARTESIAN COORDINATES (ANGSTROEM)
C  -2.49  -0.19  0.14
C  -1.28  0.65  -0.12
N  0.05  -0.24  -0.01
C  1.31  0.09  0.00
C  2.31  -1.02  0.01
N  1.74  1.33  0.00
H  -2.56  -1.01  -0.56
H  -2.51  -0.57  1.16
H  -3.37  0.44  0.00
H  -1.16  1.46  0.60
H  -1.26  1.05  -1.14
H  -0.18  -1.22  0.00
H  2.69  -1.17  1.02
H  3.16  -0.79  -0.63
H  1.87  -1.96  -0.32
H  2.73  1.52  0.01
H  1.12  2.12  0.01

HOMO level: -15.259 eV
Charge: +1
SMILES: CC/[NH+]=C(/C)N
Energy relative to the best compared isomer or geometry (same formula, charge and spin): 0.000 eV
LUMO: -2.911 eV

Here are the natural (NBO) charges for atoms 1 to 5, given in e: -0.640, -0.197, -0.519, 0.558, -0.680

(5)
Below is C2H2NPS3 in the gas phase at a distorted geometry, with properties calculated with ωB97M-V/def2-TZVPD.

CARTESIAN COORDINATES (ANGSTROEM)
N  2.16  -1.22  -0.73
C  1.47  -1.60  0.10
S  0.27  -1.90  1.24
C  -0.71  -0.47  0.72
S  -0.15  1.24  0.61
P  -0.58  1.57  -1.42
S  0.16  3.39  -1.73
H  -1.21  -0.59  -0.33
H  -1.40  -0.41  1.53

HOMO level: -9.251 eV
SMILES: N#CSCSP=S
Energy relative to the best compared isomer or geometry (same formula, charge and spin): 0.000 eV
LUMO: -1.604 eV

Here are the natural (NBO) charges for atoms 1 to 5, given in e: -0.300, 0.023, 0.349, -0.704, 0.016

(6)
Below is 2 unconnected molecules or ions with the total composition C2H8S2 at a distorted geometry, with properties calculated with ωB97M-V/def2-TZVPD.

CARTESIAN COORDINATES (ANGSTROEM)
C  1.68  0.60  3.05
H  0.99  -0.32  2.97
H  2.76  0.45  2.60
H  1.94  1.30  3.91
H  1.18  1.37  2.33
C  -0.74  0.59  -2.08
S  -2.24  -0.61  -1.99
S  -2.65  -2.73  -2.39
H  0.06  0.50  -2.78
H  -0.20  0.75  -1.01
H  -1.28  1.48  -2.54
H  -1.49  -3.38  -2.08

HOMO level (alpha / beta): -0.706 / -2.556 eV
Charge: -1
Multiplicity: 2
Energy relative to the best compared isomer or geometry (same formula, charge and spin): 1.702 eV
<S²>: 0.76
LUMO (alpha / beta): 3.152 / 3.135 eV

Here are the natural (NBO) charges for atoms 1 to 5, given in e: -0.906, 0.250, 0.211, 0.221, 0.223

What did the third record say?
Below is 2 unconnected molecules or ions with the total composition CH6S2 at a distorted geometry, with properties calculated with ωB97M-V/def2-TZVPD.

CARTESIAN COORDINATES (ANGSTROEM)
S  -0.40  -0.26  0.26
S  -2.07  0.85  -0.07
H  -0.47  -0.64  1.63
H  -1.41  2.01  -0.08
C  4.10  -1.06  -0.45
H  5.19  -1.31  -0.77
H  3.43  -1.65  -1.03
H  4.03  -0.08  -0.76
H  4.04  -1.27  0.65

HOMO level: -9.446 eV
SMILES: SS.C
Energy relative to the best compared isomer or geometry (same formula, charge and spin): 0.377 eV
LUMO: 0.412 eV

Here are the natural (NBO) charges for atoms 1 to 5, given in e: -0.153, -0.107, 0.136, 0.125, -0.847